This record from the Open Molecules 2025 dataset describes the molecule C3H4N2O. The level of theory is the ωB97M-V functional and the def2-TZVPD basis.

```
10
Properties=species:S:1:pos:R:3:forces:R:3
O -1.272 -0.921 -1.852 0.00 0.56 -0.07
C -0.608 -0.276 -1.068 -0.11 -0.17 -0.30
N 0.396 0.631 -1.357 -0.23 -0.16 0.01
N 0.958 0.875 -0.163 0.10 -0.03 0.37
C 0.525 0.262 0.905 -0.01 0.09 -0.29
C -0.614 -0.566 0.446 -0.02 -0.09 -0.09
H -0.482 -1.646 0.361 0.40 -0.08 0.79
H 1.724 1.542 -0.166 -0.17 -0.10 0.07
H 0.912 0.500 1.888 -0.05 -0.12 -0.19
H -1.540 -0.401 1.006 0.07 0.11 -0.29
```
Positions in Å, forces in eV/Å.

Its orbital gap is 8.797 eV. The calculation puts the LUMO energy at 0.177 eV. Its HOMO energy is -8.62 eV. The value obtained for the calculated total energy is -8201.6562 eV. The value obtained for the relative energy (zero: lowest compared OMol25 entry of this formula, charge and spin) is 215.1 kJ/mol.

***

This record from the Open Molecules 2025 dataset describes a cluster of 3 separate species, C14H35BrNP in total. The level of theory is the ωB97M-V functional and the def2-TZVPD basis.

```
52
Properties=species:S:1:pos:R:3:forces:R:3
C 1.636 -4.633 -0.488 -0.03 0.00 -0.01
C 0.378 -5.349 -0.965 0.00 -0.01 -0.01
C -0.637 -5.597 0.151 -0.01 0.01 0.00
C -0.123 -6.464 1.302 0.00 0.00 0.01
C 0.397 -7.839 0.886 0.01 0.01 0.00
C -0.654 -8.708 0.206 0.00 0.00 -0.01
H 2.192 -5.230 0.238 0.00 -0.01 -0.01
H 2.309 -4.417 -1.319 0.00 0.01 0.00
H 1.375 -3.687 -0.011 0.06 0.01 0.00
H 0.649 -6.296 -1.441 -0.01 0.00 0.00
H -0.104 -4.750 -1.743 0.01 0.00 0.00
H -1.534 -6.050 -0.278 0.00 -0.01 0.01
H -0.953 -4.632 0.559 0.00 0.00 -0.01
H -0.935 -6.596 2.025 0.00 -0.01 0.00
H 0.668 -5.931 1.836 0.00 0.01 0.00
H 0.772 -8.353 1.775 0.00 -0.01 0.00
H 1.259 -7.723 0.222 0.00 0.01 0.01
H -1.523 -8.846 0.854 0.00 0.00 -0.01
H -0.258 -9.695 -0.034 0.00 0.00 0.01
H -1.006 -8.261 -0.725 0.00 0.00 0.00
C 1.027 4.890 -0.212 0.00 -0.04 -0.01
C -0.481 4.908 0.014 0.01 0.00 0.01
C -1.139 6.230 -0.378 -0.01 0.00 -0.01
C -0.631 7.450 0.393 0.00 0.01 0.00
C -0.750 7.341 1.913 0.01 -0.01 0.00
C -2.183 7.160 2.400 -0.01 0.00 0.00
H 1.537 5.634 0.401 -0.01 0.01 0.00
H 1.455 3.919 0.047 0.02 0.01 -0.01
H 1.272 5.097 -1.257 0.00 0.01 0.00
H -0.694 4.679 1.062 -0.01 0.00 0.00
H -0.951 4.105 -0.562 0.00 0.00 0.00
H -2.221 6.138 -0.247 0.00 0.01 0.00
H -0.980 6.404 -1.447 0.00 -0.01 0.00
H -1.189 8.329 0.056 0.00 0.00 0.01
H 0.414 7.640 0.131 0.00 0.00 -0.01
H -0.327 8.244 2.360 -0.01 0.00 0.00
H -0.135 6.512 2.276 0.01 0.00 -0.01
H -2.817 7.981 2.057 0.00 -0.01 0.00
H -2.231 7.134 3.489 0.00 0.01 0.00
H -2.620 6.230 2.031 0.00 0.00 0.00
C 0.602 -0.757 -2.578 -0.05 -0.06 -0.04
C 1.155 0.587 -2.084 -0.03 0.08 0.00
N 0.273 1.249 -1.111 0.29 0.12 0.18
P 0.520 1.170 0.559 0.06 0.13 -0.17
Br 0.413 -1.035 0.927 -0.07 -0.12 0.09
H 0.339 -0.717 -3.635 0.00 0.02 0.00
H -0.298 -1.018 -2.024 0.02 0.01 0.00
H 1.319 -1.567 -2.442 0.01 0.02 0.01
H 1.271 1.272 -2.924 0.04 -0.02 -0.01
H 2.150 0.459 -1.646 -0.02 -0.04 0.02
H 0.057 2.205 -1.360 -0.26 -0.07 -0.07
H 1.946 1.152 0.607 -0.03 -0.06 0.01
```
Positions in Å, forces in eV/Å.

Its orbital gap is 10.031 eV. The calculation puts the LUMO energy at 0.762 eV. Its HOMO energy is -9.27 eV. The value obtained for the calculated total energy is -95908.0864 eV. The SMILES is CCCCCC.CCCCCC.CCNPBr.

***

This record from the Open Molecules 2025 dataset describes a cluster of 2 separate species, C4H13N2OP in total in a non-equilibrium geometry. The level of theory is the ωB97M-V functional and the def2-TZVPD basis.

```
21
Properties=species:S:1:pos:R:3:forces:R:3
C 1.603 1.550 0.231 0.57 -0.08 -1.54
C 0.941 -2.257 0.422 2.16 0.91 -0.15
C 1.373 0.295 1.016 -1.35 -0.22 -0.92
C 0.878 -0.784 0.059 -2.45 0.04 0.09
N -2.697 -0.801 -0.708 -1.31 -0.44 1.24
N -1.737 1.694 -1.336 -0.49 -0.49 1.85
O -1.980 1.063 0.963 -0.39 -0.13 2.55
P -1.589 0.361 -0.249 2.30 -0.31 -2.09
H 1.921 1.159 -0.757 0.32 1.04 0.25
H 0.679 2.083 0.065 -0.35 0.05 -0.01
H 2.296 2.274 0.640 0.35 -0.13 0.13
H 1.841 -2.604 -0.177 -0.88 0.03 0.61
H 1.236 -2.426 1.455 -0.67 -0.21 0.20
H 0.116 -2.812 0.052 -0.87 -0.64 0.07
H 0.574 0.583 1.705 0.15 -0.81 0.53
H 2.238 -0.082 1.522 0.63 -0.10 0.53
H 1.123 -0.850 -0.993 0.24 1.51 -0.21
H -3.204 -1.112 0.121 -0.09 0.78 0.19
H -2.664 -1.669 -1.194 1.17 -0.12 -1.13
H -1.733 2.504 -0.684 0.07 -0.73 -0.99
H -1.214 1.831 -2.153 0.88 0.06 -1.20
```
Positions in Å, forces in eV/Å.

Its orbital gap is 8.004 eV. The calculation puts the LUMO energy at 0.136 eV. Its HOMO energy is -7.87 eV. The value obtained for the calculated total energy is -18673.9025 eV. The value obtained for the relative energy (zero: lowest compared OMol25 entry of this formula, charge and spin) is 220.1 kJ/mol.

***

This record from the Open Molecules 2025 dataset describes the molecule C5H5NS in a non-equilibrium geometry. The level of theory is the ωB97M-V functional and the def2-TZVPD basis.

```
12
Properties=species:S:1:pos:R:3:forces:R:3
S 2.430 -0.168 0.000 0.22 0.42 -0.01
C 1.006 0.813 -0.003 0.43 -0.57 0.04
C -0.248 0.355 0.005 -0.79 -0.47 -0.07
C -1.487 1.126 -0.005 0.62 0.43 0.18
C -2.485 0.233 -0.002 -1.50 0.13 -0.08
C -1.863 -1.080 0.003 0.89 0.35 -0.06
N -0.558 -1.024 0.003 -0.50 0.20 0.04
H 1.788 -1.332 -0.011 -0.25 -0.29 0.01
H 1.197 1.861 -0.005 0.09 0.62 0.00
H -1.549 2.206 0.034 -0.02 -0.13 -0.10
H -3.572 0.462 -0.019 1.01 -0.34 0.06
H -2.370 -2.023 -0.001 -0.22 -0.35 0.00
```
Positions in Å, forces in eV/Å.

Its orbital gap is 8.334 eV. The calculation puts the LUMO energy at -0.320 eV. Its HOMO energy is -8.65 eV. The value obtained for the calculated total energy is -17590.2081 eV. The value obtained for the relative energy (zero: lowest compared OMol25 entry of this formula, charge and spin) is 64.6 kJ/mol. The SMILES is S/C=C1/C=CC=N1.

***

This record from the Open Molecules 2025 dataset describes the ion C3H14N4 with charge +2 in a non-equilibrium geometry. The level of theory is the ωB97M-V functional and the def2-TZVPD basis.

```
21
Properties=species:S:1:pos:R:3:forces:R:3
C -0.054 1.870 0.080 -1.86 -2.07 -2.51
C -0.370 0.369 -0.449 -0.64 2.52 3.26
N -1.633 -0.073 0.211 1.58 -1.09 -1.01
N -2.301 -1.266 -0.209 -1.73 -0.04 -2.13
N 0.765 -0.427 -0.080 0.63 -2.39 1.76
C 1.294 -0.454 1.457 -0.78 -0.68 -3.89
N 1.869 -0.275 -0.972 1.33 -2.72 -2.59
H -0.525 1.951 1.006 0.02 0.24 2.05
H -0.643 2.533 -0.532 0.39 0.63 -0.46
H 1.012 2.014 0.049 0.13 0.48 0.15
H -0.551 0.354 -1.483 0.14 -0.13 -1.72
H -2.114 0.454 0.886 -0.51 0.67 0.80
H -3.395 -1.215 -0.174 2.11 0.61 -0.18
H -2.067 -1.384 -1.276 -0.58 -0.34 2.41
H -2.151 -2.139 0.342 0.81 0.55 -0.42
H 0.427 -0.754 2.077 1.04 -0.05 -0.27
H 2.171 -1.100 1.295 -0.75 -0.41 1.09
H 1.672 0.515 1.604 0.18 1.39 0.94
H 2.188 -1.268 -1.452 -1.02 2.40 1.69
H 2.756 0.038 -0.513 -0.82 0.39 -0.43
H 1.651 0.254 -1.867 0.33 0.05 1.49
```
Positions in Å, forces in eV/Å.

Its orbital gap is 10.598 eV. The calculation puts the LUMO energy at -7.189 eV. As for the net charge: +2. Its HOMO energy is -17.79 eV. The value obtained for the calculated total energy is -9277.6321 eV. The value obtained for the relative energy (zero: lowest compared OMol25 entry of this formula, charge and spin) is 289.7 kJ/mol. The SMILES is C[C@H](N[NH3+])N(C)[NH3+].

***

This record from the Open Molecules 2025 dataset describes a cluster of 2 separate species, C3H10N in total in a non-equilibrium geometry. The level of theory is the ωB97M-V functional and the def2-TZVPD basis.

```
14
Properties=species:S:1:pos:R:3:forces:R:3
N 1.847 -0.328 -0.718 -1.73 -0.53 -0.35
H 1.721 0.408 -0.023 1.25 0.51 -0.31
H 2.427 -1.106 -0.386 0.28 0.14 -0.10
H 0.874 -0.643 -0.809 0.28 -0.76 -0.12
H 2.044 -0.050 -1.688 0.86 0.48 0.32
C -1.489 0.548 -0.544 -1.17 -1.24 0.38
C -0.772 0.607 0.732 -0.14 1.34 -0.10
C -0.365 -0.520 1.474 -0.56 -0.60 0.12
H -0.915 0.605 -1.491 0.13 0.36 0.31
H -2.031 -0.408 -0.611 0.36 -0.15 -0.09
H -2.296 1.285 -0.626 0.50 0.58 0.07
H -0.552 1.595 1.162 -0.09 -0.25 -0.10
H 0.030 -0.490 2.488 0.00 0.29 -0.08
H -0.522 -1.503 1.039 0.04 -0.16 0.06
```
Positions in Å, forces in eV/Å.

Its orbital gap (alpha / beta) is 11.665 / 8.749 eV. Its multiplicity is 2. The calculation puts the LUMO energy (alpha / beta) at -10.198 / -13.913 eV. As for the net charge: +2. Its HOMO energy (alpha / beta) is -21.86 / -22.66 eV. The value obtained for the calculated total energy is -4741.5331 eV. Its expectation value of S² is 0.752. The value obtained for the relative energy (zero: lowest compared OMol25 entry of this formula, charge and spin) is 63.9 kJ/mol.